[1]
{
  "formula": "C19H32F10N3O2S",
  "method": "wB97M-V/def2-TZVPD",
  "symbols": ["O", "C", "C", "C", "N", "N", "C", "C", "C", "C", "C", "C", "C", "F", "F", "C", "F", "F", "S", "F", "F", "F", "F", "F", "C", "C", "C", "C", "F", "H", "H", "H", "H", "H", "H", "H", "H", "H", "H", "H", "H", "H", "H", "H", "H", "H", "H", "H", "H", "H", "C", "C", "C", "O", "C", "N", "H", "H", "H", "H", "H", "H", "H", "H", "H", "H", "H"],
  "positions_angstrom": [[5.12938, -1.13173, 0.09997], [4.99657, -0.26041, 1.24088], [3.48172, 0.08302, 1.54238], [3.05737, 1.35871, 0.74646], [1.61851, 1.39786, 0.37652], [1.20062, 0.27443, -0.18905], [-0.05470, 0.23716, -0.54395], [-1.10343, 1.25193, -0.46591], [-2.54467, 1.05712, -0.95337], [-3.54045, 2.15965, -0.42721], [-4.98495, 1.67476, -0.88047], [-6.12997, 2.52482, -0.24520], [-7.53357, 1.84466, -0.52887], [-8.43453, 2.71384, -1.06722], [-7.28053, 0.92459, -1.54799], [-8.08066, 0.98249, 0.66886], [-6.98557, 0.43993, 1.29097], [-8.75814, -0.07040, 0.15406], [-9.09632, 1.88958, 1.95630], [-9.78830, 0.46526, 2.36475], [-7.95924, 1.58179, 3.07896], [-8.38861, 3.30864, 1.65509], [-10.31461, 2.15075, 0.94526], [-9.95305, 2.61526, 3.11083], [-0.60727, 2.49753, 0.11976], [0.77080, 2.42802, 0.51613], [1.35091, 3.72569, 1.18931], [0.27119, 4.67372, 1.77048], [-0.53744, 4.03697, 2.71582], [4.25680, -1.37545, -0.24525], [5.61219, 0.65059, 1.06430], [5.36864, -0.86309, 2.10623], [3.42263, 0.25549, 2.64063], [2.91246, -0.83812, 1.29852], [3.61116, 1.32402, -0.22825], [3.42953, 2.24369, 1.28681], [-0.38450, -0.73104, -0.98441], [-2.89268, 0.07303, -0.54490], [-2.57012, 1.06478, -2.06498], [-3.31233, 3.07785, -1.03105], [-3.47199, 2.33512, 0.66743], [-5.06424, 0.62860, -0.49049], [-4.96612, 1.70248, -1.99242], [-5.98772, 2.74936, 0.83326], [-6.14971, 3.50662, -0.78560], [-1.26831, 3.36912, 0.21733], [2.01122, 4.25675, 0.46155], [2.00112, 3.42849, 2.05130], [0.75342, 5.54345, 2.27571], [-0.34325, 5.10261, 0.93747], [7.62691, -5.44552, -1.48679], [6.67763, -4.57737, -0.66421], [5.21404, -5.05483, -0.69460], [4.51902, -4.77294, -1.90091], [4.79700, -5.66444, -2.96787], [6.79974, -3.18554, -1.11143], [7.55784, -5.24782, -2.55684], [8.65980, -5.24988, -1.19285], [7.43298, -6.50799, -1.32004], [7.01235, -4.63076, 0.37705], [4.66986, -4.51308, 0.08613], [5.13421, -6.12084, -0.44584], [4.95610, -6.68731, -2.61608], [5.66336, -5.31926, -3.53508], [3.94110, -5.65862, -3.64399], [6.25253, -2.59147, -0.48888], [6.31621, -3.11234, -2.00458]],
  "forces_ev_per_a": [[-0.556, 0.874, 0.164], [-0.799, -0.800, 0.235], [1.032, 0.049, 0.302], [1.450, -0.859, -0.548], [-1.414, 0.475, -0.025], [-0.615, 0.124, -0.039], [-2.162, -0.944, -0.967], [1.993, 2.369, 1.107], [0.232, 0.169, 1.297], [-0.365, -0.312, -1.578], [1.125, 0.011, 1.489], [-0.446, 0.541, -0.980], [1.594, 0.134, -1.221], [0.386, -0.596, 0.932], [-0.678, 0.468, 0.851], [0.852, -1.260, -1.230], [-0.793, 0.528, -0.607], [-0.034, 1.211, 0.654], [-1.477, -0.718, 2.799], [0.553, 1.277, -0.326], [-0.758, 0.618, -0.743], [-0.491, -1.013, -0.360], [1.392, 0.097, 0.259], [0.621, -0.538, -1.010], [0.254, -4.138, -1.445], [0.050, 3.226, 1.265], [0.048, -0.789, 0.671], [0.366, 0.852, -0.653], [0.464, 0.065, -0.800], [0.306, 0.066, 0.143], [-0.343, -0.628, 0.263], [-0.071, 0.870, -0.515], [-0.278, -0.026, -0.743], [0.057, 0.783, 0.100], [-0.588, 0.121, 0.676], [-0.733, -0.310, -0.368], [0.534, 0.700, 0.344], [0.342, 0.572, -0.677], [0.083, -0.295, 0.670], [-0.157, -0.378, 0.971], [0.036, -0.120, -0.702], [-0.130, 0.720, -0.678], [-0.472, -0.199, 0.848], [-0.030, -0.378, -0.703], [-0.193, -0.707, 0.559], [0.755, -0.455, 0.188], [-0.606, -0.226, 0.492], [-0.527, 0.156, -0.735], [-0.211, -0.752, -0.349], [0.161, -0.422, 0.846], [0.166, -0.199, 0.155], [0.009, 0.027, -0.539], [0.006, 0.105, 0.231], [0.016, -0.172, 0.179], [-0.086, 0.251, -0.175], [-0.307, -0.080, 0.268], [-0.077, 0.044, 0.061], [-0.072, 0.055, -0.031], [0.003, 0.011, -0.036], [-0.124, 0.023, 0.015], [-0.020, 0.041, -0.078], [0.074, -0.048, -0.116], [0.069, 0.032, 0.032], [0.073, -0.203, -0.015], [-0.044, 0.019, 0.107], [0.376, -0.096, -0.144], [0.175, -0.020, -0.038]],
  "multiplicity": 1,
  "homo_lumo_gap_ev": 5.8,
  "charge": 1,
  "e_tot_ha": -2454.36200,
  "homo_ev": -10.53
}

=====

[2]
{
  "formula": "C19H32IN4O3Si2Tc",
  "method": "wB97M-V/def2-TZVPD",
  "symbols": ["Tc", "N", "C", "C", "O", "O", "H", "H", "H", "H", "C", "Si", "C", "C", "C", "C", "C", "C", "C", "Si", "C", "C", "H", "H", "H", "H", "H", "H", "H", "H", "H", "H", "H", "H", "H", "H", "H", "H", "N", "H", "H", "H", "N", "C", "O", "C", "I", "H", "H", "H", "H", "C", "C", "C", "N", "C", "C", "H", "H", "H", "H", "H"],
  "positions_angstrom": [[0.09840, -0.00382, 0.11523], [-0.60819, 0.29501, -2.47420], [-2.03383, -0.02765, -2.48474], [-2.59803, 0.32501, -1.08534], [-3.61333, 0.97453, -0.96411], [-1.86936, -0.10719, -0.12067], [-0.47422, 1.28072, -2.67863], [-0.09711, -0.22881, -3.17392], [-2.16812, -1.10549, -2.62005], [-2.61611, 0.50902, -3.24323], [0.96616, 2.44102, 2.73889], [-0.42201, 1.19033, 2.26326], [-2.06492, 2.18602, 2.18673], [-0.53916, -0.11698, 3.65610], [-0.76991, 0.25730, 4.97671], [-0.83530, -0.69167, 5.98391], [-0.69085, -2.03464, 5.67801], [-0.48202, -2.41498, 4.36462], [-0.39233, -1.47340, 3.34679], [-0.08098, -2.04013, 1.54691], [-1.54018, -3.18489, 1.03501], [1.48591, -3.16434, 1.60871], [0.63665, 3.04071, 3.57984], [1.19438, 3.12785, 1.93086], [1.88205, 1.94387, 3.04028], [-2.52287, 2.21514, 3.17082], [-2.78367, 1.72054, 1.51841], [-1.90907, 3.21418, 1.87264], [-0.89492, 1.30219, 5.22820], [-1.00022, -0.38743, 7.00773], [-0.73823, -2.78050, 6.45860], [-0.38195, -3.46195, 4.12337], [-1.71117, -3.95600, 1.78079], [-1.36125, -3.68405, 0.08714], [-2.45369, -2.60502, 0.94525], [1.34537, -3.91158, 2.38115], [2.38936, -2.61599, 1.85291], [1.64994, -3.69450, 0.67775], [2.24148, 0.42457, 0.35579], [2.37964, 1.42085, 0.53328], [2.67992, 0.21566, -0.53998], [2.73773, -0.08324, 1.08684], [-1.34835, 3.47791, -0.92238], [-0.01984, 3.44138, -1.02241], [0.65271, 2.44898, -0.76571], [0.63370, 4.72420, -1.47071], [1.16525, 5.81691, 0.32000], [-1.86343, 2.68035, -0.57458], [-1.87914, 4.30533, -1.14053], [-0.02844, 5.36445, -2.04962], [1.55758, 4.52997, -2.01187], [2.73797, -3.90027, -2.98039], [3.54030, -3.22477, -2.07354], [2.96491, -2.23518, -1.29448], [1.68098, -1.89826, -1.36402], [0.90945, -2.58371, -2.19993], [1.38982, -3.58210, -3.03313], [3.15314, -4.65488, -3.63003], [4.58668, -3.46549, -1.97154], [3.57332, -1.69874, -0.57949], [-0.14051, -2.32615, -2.19068], [0.72925, -4.10798, -3.70217]],
  "forces_ev_per_a": [[0.033, 0.394, -1.086], [0.360, 0.008, 0.209], [-0.484, 0.115, 0.423], [-0.752, 0.460, -1.858], [0.200, -0.085, 0.173], [0.945, -0.514, 1.393], [0.076, -0.115, 0.015], [0.018, 0.036, -0.021], [0.023, 0.117, -0.062], [0.177, -0.159, 0.135], [-0.450, -0.700, -0.482], [-0.153, 0.315, 1.217], [0.627, -0.452, -0.315], [0.059, 0.334, -0.746], [0.004, 0.086, 0.081], [-0.022, 0.116, 0.065], [0.009, -0.074, -0.020], [0.041, -0.134, 0.024], [0.090, 0.089, -0.774], [-0.170, -0.976, 1.207], [0.524, 0.768, -0.140], [-0.574, 0.650, -0.319], [-0.181, 0.086, 0.230], [0.017, 0.153, -0.199], [0.201, -0.169, 0.078], [0.059, -0.067, 0.265], [-0.123, -0.092, -0.096], [0.118, 0.168, -0.069], [-0.014, 0.111, 0.064], [-0.018, 0.042, 0.047], [-0.029, -0.033, 0.042], [0.019, -0.247, 0.049], [0.155, -0.060, 0.238], [0.071, -0.074, -0.207], [-0.136, 0.104, -0.009], [-0.139, -0.104, 0.271], [0.221, 0.146, 0.082], [-0.004, -0.083, -0.208], [-0.040, 0.184, 0.147], [-0.138, -0.100, -0.021], [0.010, 0.032, 0.153], [-0.117, -0.024, -0.126], [-0.306, -0.207, -0.082], [-0.202, 0.938, -0.223], [0.252, -0.945, 0.318], [0.156, 0.156, 0.284], [-0.075, -0.133, -0.391], [-0.079, 0.036, 0.073], [0.081, -0.012, 0.032], [0.062, -0.042, 0.069], [-0.129, -0.023, 0.119], [-0.054, 0.165, 0.121], [-0.105, -0.033, -0.064], [0.234, -0.100, -0.093], [-0.308, 0.276, 0.220], [-0.050, -0.263, -0.258], [0.074, -0.004, 0.078], [0.023, -0.111, -0.015], [0.091, 0.054, 0.020], [0.099, 0.018, 0.072], [-0.132, -0.011, -0.067], [-0.146, -0.011, -0.065]],
  "multiplicity": 4,
  "homo_lumo_gap_ev": [8.7, 7.8],
  "relative_energy_kcal_mol": 23.8,
  "charge": 1,
  "s_squared": 3.79,
  "e_tot_ha": -2145.31069,
  "homo_ev": [-11.36, -11.34]
}